Record 1
Molecular formula: C48H74As2F12N10O4
Method: DFT, the ωB97M-V functional and the def2-TZVPD basis

Structure (XYZ):
```
150
Properties=species:S:1:pos:R:3:mulliken_charge:R:1
C -3.02 -3.65 -3.35 -0.92
N -2.10 -3.09 -4.31 0.07
F -0.35 -2.65 0.10 -0.53
N 5.52 -5.12 1.06 0.02
C 9.67 -3.01 -1.04 -0.65
As -1.00 -1.23 1.07 2.08
H 9.00 -2.17 -1.03 0.46
C -0.49 -2.34 -6.42 0.83
H 6.22 -6.39 2.41 0.44
H -7.26 -5.84 2.35 0.35
H 2.37 -1.02 -11.76 0.38
C 6.59 -5.71 1.65 -0.03
H -6.11 -4.86 3.29 0.31
H 0.46 1.20 6.96 0.42
H 2.33 3.45 -0.32 0.67
H 4.26 -6.54 2.00 0.37
F -2.46 -2.27 1.53 -0.53
H -8.72 4.96 7.05 0.37
F -0.26 -1.85 2.63 -0.50
C 8.00 -4.57 0.11 0.72
C 6.83 -3.98 -0.47 -0.81
C 2.59 -0.39 -10.89 -0.80
As 5.71 0.40 2.91 2.02
C 1.73 -2.27 -9.53 -0.31
C -6.19 3.03 5.68 0.69
H 3.48 2.55 -5.17 0.40
C -0.04 -3.33 -5.51 -0.75
C 7.87 -5.38 1.31 -0.78
H -2.75 -1.77 9.83 0.34
C 10.94 -2.76 -1.56 -0.19
O -5.51 4.04 0.47 -0.41
C 2.33 3.85 -1.33 -1.01
F -1.59 0.21 1.98 -0.53
H 0.88 -3.88 -5.60 0.48
H -0.01 0.31 8.87 0.41
F 6.48 0.73 4.55 -0.50
H 7.02 -3.38 -1.35 0.44
H -0.41 -0.36 6.54 0.39
C 13.24 -3.37 -1.95 -0.90
O -7.43 -2.75 2.74 -0.50
C -10.12 -3.43 2.03 -0.84
H 3.65 -0.51 -10.69 0.36
H -5.44 1.29 4.63 0.32
H -11.19 -3.58 2.16 0.38
C -2.54 -2.11 -5.13 -0.33
C 10.26 -5.29 -0.67 -0.59
C 0.51 -0.55 -7.77 -0.75
C 2.50 4.88 -3.88 -0.24
H -7.84 4.08 4.91 0.34
C 9.33 -4.25 -0.52 0.73
H -2.99 7.53 1.78 0.36
H -7.45 -5.73 4.07 0.42
H -5.86 1.49 0.06 0.36
C -6.26 1.59 5.28 -1.13
H 4.77 3.93 -4.95 0.40
C 1.47 4.93 -1.61 0.88
H 2.27 0.64 -11.05 0.29
H -7.14 1.40 4.66 0.41
N 1.86 -0.92 -9.71 0.01
H -4.96 5.78 -1.63 0.30
H -5.49 1.91 -1.61 0.35
H -1.37 -1.12 10.60 0.40
N 3.15 3.79 -3.55 0.04
F 6.42 1.93 2.37 -0.47
F 0.37 -0.19 0.67 -0.46
H 2.41 5.12 -4.93 0.44
O -5.17 3.72 5.72 -0.45
H -1.17 4.94 2.26 0.43
H -6.19 6.35 -2.76 0.37
F 4.94 0.17 1.24 -0.56
H -8.27 2.99 5.91 0.40
C -0.48 0.66 6.90 -0.88
H 0.71 7.76 -1.33 0.53
C -7.95 -3.87 3.07 0.64
H -6.44 6.63 -1.02 0.33
H -3.54 -1.77 -4.95 0.50
C 0.38 -1.92 -7.56 0.65
H -1.01 1.54 8.71 0.37
N -9.46 -3.92 3.34 -0.10
N -7.57 3.72 5.82 -0.24
H 1.28 0.93 -9.24 0.39
H -3.59 -4.48 -3.76 0.36
C 1.57 5.44 -2.95 -0.71
H -2.42 -4.03 -2.53 0.31
H 3.94 -4.83 2.43 0.37
H -7.75 4.65 -1.50 0.38
C 11.53 -5.00 -1.17 -0.38
H -9.81 -2.38 2.02 0.37
H -1.91 -0.89 -6.86 0.59
H -1.30 -2.20 9.05 0.34
H 9.92 -6.29 -0.46 0.56
H -1.07 8.57 0.27 0.56
H 11.18 -1.84 -2.05 0.39
H 8.78 -5.65 1.81 0.62
H -6.56 4.05 -2.41 0.39
C 3.04 3.24 -2.33 -0.18
H 13.40 -3.83 -2.92 0.42
H -9.70 -4.90 3.44 0.38
C 1.04 -2.82 -8.43 -0.62
C 0.62 5.64 -0.58 0.96
H 14.05 -3.62 -1.26 0.36
H 1.00 6.24 -3.41 0.44
N -6.75 4.57 -1.57 -0.15
C -6.15 3.61 -0.46 0.51
H 3.42 -5.37 0.86 0.35
C -0.88 -3.63 -4.41 -0.16
F 4.22 1.24 3.47 -0.51
H -9.82 -3.31 4.07 0.34
F 7.16 -0.48 2.45 -0.47
H 1.00 -3.89 -8.25 0.52
H 13.29 -2.32 -2.21 0.30
C -2.01 7.32 2.19 -1.01
H -7.26 4.26 7.95 0.33
H -3.73 -2.92 -2.95 0.36
C -1.67 -1.71 -6.19 -0.71
H -1.14 1.29 6.31 0.29
C -7.66 4.72 7.04 -0.71
H -7.20 1.79 -1.12 0.41
H -1.60 8.27 2.53 0.42
F -1.88 -0.71 -0.39 -0.52
H -0.64 -4.30 -3.60 0.44
C -7.16 -5.15 3.19 -1.08
C 4.12 3.16 -4.54 -0.94
N -0.81 0.62 8.34 -0.04
C -6.03 5.94 -1.76 -0.73
H -2.13 6.68 3.07 0.33
C -2.00 -0.25 8.68 0.41
H 2.28 -2.90 -10.21 0.49
N -1.13 6.73 1.25 0.09
H 12.21 -5.82 -1.33 0.45
O -3.12 -0.01 8.29 -0.44
N 11.84 -3.78 -1.59 0.03
H 0.00 0.11 -7.07 0.57
C -1.76 -1.39 9.62 -1.01
C -0.80 5.41 1.36 -0.35
H 0.18 3.77 0.41 0.64
H -9.72 -3.93 1.15 0.35
F 5.02 -1.19 3.45 -0.51
C -0.67 7.57 0.25 -0.16
C 0.33 7.05 -0.61 -0.81
H 3.66 2.36 -2.25 0.46
C 5.57 -4.27 0.00 -0.23
C 1.19 -0.09 -8.90 -0.28
C -6.19 2.08 -0.80 -1.11
H 4.62 -3.83 -0.27 0.46
H 4.78 2.44 -4.04 0.30
C 4.18 -5.52 1.62 -0.95
C 0.01 4.84 0.42 -0.96
H -6.98 5.55 6.84 0.34
H -6.40 0.94 6.14 0.34
```

Its net charge is +8. The value obtained for the electronic energy is -228267.268 eV.

=====

Record 2
Molecular formula: C31H55BrNP3Pb
Method: DFT, the ωB97M-V functional and the def2-TZVPD basis

Structure (XYZ):
```
92
Properties=species:S:1:pos:R:3:mulliken_charge:R:1
C -3.97 1.71 3.24 -1.30
H 4.14 -1.51 -3.43 0.39
H 3.72 3.49 -0.07 0.38
H -2.38 -0.13 5.20 0.27
H -1.13 -5.13 -3.60 0.38
C -0.27 -4.47 -3.41 -1.17
H 0.59 -2.10 -2.90 0.98
H -2.93 -2.52 -2.91 0.45
P -1.35 1.06 2.48 0.63
C -1.67 -3.74 0.50 -0.47
C -0.13 -4.18 -1.91 -0.83
C -0.74 -1.34 -1.33 1.02
C 2.31 2.39 -1.32 0.40
H -2.33 3.11 3.21 0.43
H -1.52 -5.90 0.13 0.36
H -4.24 -1.56 -1.08 0.26
H -0.65 1.90 -5.00 0.79
C -2.34 5.41 -3.55 -0.45
C -0.74 3.50 -3.51 -1.11
C 3.84 -0.79 -4.20 -1.72
H 0.38 1.74 5.11 0.22
H -4.62 2.38 3.81 0.38
H -0.42 -1.09 3.00 0.33
H -1.74 3.31 -6.19 0.32
C 5.60 0.66 -0.74 -1.38
H -2.17 -1.14 2.88 0.11
H -0.70 3.73 -2.43 0.34
C -1.33 -0.58 3.33 -0.16
H 2.14 1.73 -0.47 0.06
C -1.74 4.33 -4.23 0.60
H 1.47 2.88 4.32 0.41
H -0.61 -0.06 5.33 0.20
C -2.23 -5.17 0.52 -1.28
P 3.45 1.50 -2.54 0.08
C -3.51 6.00 -4.09 -0.40
H 2.00 -0.40 -3.11 -0.48
N -4.03 5.59 -5.25 -0.55
H -4.30 -3.11 -0.19 0.32
H 2.26 0.66 -4.51 0.31
H 3.56 4.18 -1.69 0.38
H -5.17 -2.92 -1.72 0.43
H -3.89 4.36 -6.91 0.37
H 1.31 2.60 -1.73 -0.07
H -2.32 -0.25 -0.24 0.97
C -1.70 -0.23 -1.14 -1.35
Br 0.60 -1.22 0.08 0.18
H 3.50 0.29 -0.41 0.19
C -3.42 4.65 -5.97 -0.42
H 0.82 -3.67 -1.69 0.49
H 2.27 4.40 -0.50 0.41
H -2.45 -5.45 1.55 0.41
H 5.69 1.70 -0.39 0.29
C -3.04 -3.14 -2.01 -0.93
C -1.63 0.90 -1.91 -0.91
C -2.51 2.07 3.51 -0.79
C 0.47 2.42 4.26 -1.26
H -4.21 0.67 3.52 0.27
H -1.97 5.75 -2.59 0.43
C -0.33 -0.29 -3.55 -1.06
H -0.40 -3.55 -4.00 0.28
C 3.02 3.69 -0.87 -1.53
H 4.72 -0.24 -4.54 0.40
H 0.64 -4.97 -3.76 0.41
C -0.15 -1.34 -2.69 -1.60
H -0.12 -5.11 -1.34 0.64
H -4.20 1.83 2.17 0.30
H 0.56 2.43 2.10 0.23
H 3.46 -1.37 -5.05 0.44
Pb 1.44 3.09 -4.08 0.71
H 1.04 0.89 2.82 0.32
H 6.35 0.48 -1.51 0.35
H -0.27 3.22 4.39 0.26
C 0.33 1.72 2.91 -0.31
C 4.19 0.34 -1.26 -0.10
C -1.45 -0.58 4.85 -1.33
H -2.33 -3.04 1.01 0.28
H -2.17 1.80 -1.62 0.58
H 4.21 -0.66 -1.70 0.19
H -4.04 6.78 -3.55 0.38
H -3.17 -5.26 -0.05 0.35
H 5.83 0.00 0.11 0.40
H -3.20 -4.17 -2.33 0.60
C -4.25 -2.65 -1.19 -1.15
H -0.68 -3.70 1.00 0.52
H -2.26 1.96 4.58 0.43
H 0.10 -0.30 -4.55 0.43
P -1.44 -3.12 -1.20 1.05
H -1.43 -1.62 5.20 0.43
C -0.84 0.93 -3.10 1.11
C 2.76 0.16 -3.65 0.50
C -2.22 4.03 -5.53 -0.40
C -0.55 2.11 -3.93 -0.28
```

Its net charge is +2. The value obtained for the electronic energy is -137667.823 eV.

=====

Record 3
Molecular formula: C3H4O3
Method: DFT, the ωB97M-V functional and the def2-TZVPD basis

Structure (XYZ):
```
10
Properties=species:S:1:pos:R:3:mulliken_charge:R:1
C -1.68 0.02 0.15 -0.93
H -1.83 0.76 1.02 0.28
H -1.89 -0.91 0.50 0.30
H -2.38 0.34 -0.54 0.33
H 2.86 -0.15 1.12 0.34
C 1.43 0.27 -0.22 0.50
O 1.95 -0.14 0.91 -0.42
C -0.21 -0.16 -0.47 0.47
O 1.93 0.91 -1.06 -0.44
O -0.18 -0.94 -1.40 -0.44
```

Its SMILES is CC(=O)C(=O)O. The value obtained for the electronic energy is -9316.647 eV.

=====

Record 4
Molecular formula: C88H85Ge2IrN7OPTe
Method: DFT, the ωB97M-V functional and the def2-TZVPD basis

Structure (XYZ):
```
186
Properties=species:S:1:pos:R:3:mulliken_charge:R:1
C 3.72 5.28 2.64 -0.58
H -4.40 -6.45 1.91 0.44
C -5.77 -3.05 -1.71 -1.24
C -3.26 0.32 3.92 -1.17
C 4.20 -3.53 -5.92 -0.89
C 1.45 -0.39 -4.85 -0.79
C -4.59 -1.74 1.03 -0.58
H -6.42 1.40 3.40 0.47
H -3.77 -3.15 -4.38 0.44
H -6.05 0.55 -0.17 0.40
H -3.54 4.38 1.54 0.61
H 0.03 -1.03 6.12 0.44
H 7.04 -0.55 4.46 0.48
H -7.07 6.29 0.05 0.44
C 2.88 -1.97 7.54 -1.72
N -2.37 2.51 -1.57 0.86
C -4.29 4.50 0.76 -0.12
H 7.26 0.34 8.12 0.36
C 3.53 -4.68 -6.30 -0.50
H 2.04 6.62 2.45 0.55
O -0.45 -2.15 3.40 -0.14
H 5.12 -0.71 8.27 0.40
C 1.84 -4.24 -4.65 0.46
H -5.11 -0.14 -3.43 -0.11
C 7.40 0.15 7.05 -1.51
C 5.15 -1.72 3.00 -1.41
H -0.55 2.45 5.49 0.47
Ge -4.85 -1.53 -0.89 1.19
H 1.30 2.47 1.64 -0.96
H 0.63 0.31 -5.00 0.32
H 5.86 7.74 -3.37 0.43
C 0.26 0.02 6.31 -2.05
N -0.85 -1.54 1.26 0.84
N 0.83 -1.46 -1.44 1.36
H -1.64 0.52 2.53 0.22
H 1.49 4.19 -4.75 0.42
H 0.82 2.56 -4.82 0.27
H 5.60 -0.95 2.38 0.35
C -2.02 -3.43 2.17 0.24
H 3.93 -5.31 -7.09 0.44
H -0.26 4.19 2.18 0.08
H -5.44 2.04 1.24 0.62
C 3.82 7.08 -3.48 -0.86
H 8.28 -0.49 6.93 0.35
H -5.67 0.88 -5.59 0.50
H 4.12 5.79 3.51 0.46
H -6.72 -3.16 -1.18 0.53
N 1.64 3.08 -2.97 1.02
C 1.14 2.00 2.61 1.03
H -4.68 -2.78 1.32 0.57
C 3.90 -1.52 5.23 0.41
P -0.33 1.03 -2.71 -1.23
H -0.60 0.47 6.80 0.48
C -3.51 -4.99 3.21 -0.98
H -1.78 -3.62 0.07 -0.78
H 2.64 -1.29 8.36 0.41
C 3.03 -4.50 -1.46 -0.75
H 5.07 3.85 -1.79 0.40
C 5.04 -1.30 4.45 0.89
H -1.37 3.95 3.56 0.50
C 2.70 4.00 0.38 0.58
C -6.27 5.57 -0.08 -0.62
C -2.87 1.66 0.42 -0.65
H 0.77 -3.07 0.60 -0.52
H 2.40 0.14 -4.91 0.29
C -4.23 3.71 -0.39 0.25
H 2.41 0.57 0.83 -0.47
H -5.96 -2.89 -2.77 0.38
C 0.09 1.98 4.75 -0.54
H 3.48 -4.40 -2.43 0.46
C -6.21 4.80 -1.23 -1.00
H -5.35 6.04 1.80 0.48
H -5.16 3.25 -2.28 0.48
H -3.63 -5.49 -5.11 0.48
C 5.09 -0.85 7.20 -0.88
H 1.15 5.48 0.43 0.55
H -3.62 -1.36 1.36 -0.40
C -3.20 2.66 -0.49 -0.04
C 5.17 6.94 -3.16 -0.45
C 3.45 -5.53 -0.63 -0.94
C 2.91 -5.69 0.64 -1.08
N 1.31 -1.05 -3.54 0.75
N 1.24 2.38 -0.91 0.45
C 1.59 -2.50 -1.89 -0.34
C -2.65 -3.91 3.31 -0.37
C -1.04 -2.31 2.31 -0.33
C -2.17 -0.63 -5.06 -0.19
C -2.69 0.70 2.71 0.40
H 2.58 2.82 -4.84 0.32
C -2.98 -5.14 -4.32 -0.93
C 1.90 -2.24 -3.22 0.85
C -0.32 3.95 3.25 -1.92
N -1.83 0.95 -0.13 1.31
H -0.50 -6.21 -2.26 0.59
C -3.09 -0.64 -4.00 0.92
H 5.13 -3.26 -6.41 0.44
H -6.61 0.10 -1.79 0.71
C 0.33 2.63 3.54 0.83
C -2.34 3.34 -2.78 -0.75
C 0.95 2.21 -2.19 0.21
H -5.37 -1.16 1.52 0.45
C -2.25 -3.36 -2.86 1.18
C 2.35 -5.04 -5.66 -0.84
H -0.65 -3.89 -1.51 -0.05
C 0.60 0.72 5.02 1.05
H -2.66 2.77 -3.65 0.19
H 1.51 -4.90 2.07 0.64
H 2.54 -0.93 1.77 -0.12
C 0.66 -0.57 -2.45 -1.13
H -3.00 4.19 -2.64 0.58
H 0.92 -4.51 -4.15 0.30
C 6.16 -0.76 5.07 -0.78
H -3.27 -5.60 -0.12 0.51
H 1.42 -1.15 -5.62 0.37
H 3.47 7.99 -3.95 0.43
C 3.37 4.89 -2.58 -0.20
C 3.87 3.55 0.98 0.44
C 3.70 -2.73 -4.91 -0.08
H 4.24 -1.84 -4.60 0.50
C -5.37 1.20 3.20 -1.22
C 2.17 3.39 -0.86 -1.62
C 2.55 5.75 2.04 -0.90
H 3.23 -6.51 1.27 0.48
H 3.25 -2.89 7.98 0.39
H 0.19 4.75 3.80 0.46
H 1.82 -5.94 -5.96 0.46
H 6.66 5.66 -2.30 0.43
H -2.46 -3.43 4.26 0.57
Ir -0.58 -0.58 -0.27 -0.12
C 2.05 5.11 0.92 0.21
C -1.32 -4.23 -2.29 0.20
H 5.29 3.82 2.56 0.51
C -3.74 -5.60 1.98 -0.88
C 2.51 -3.08 -4.27 -1.19
C -3.10 -5.12 0.84 -0.27
C -3.07 -3.82 -3.90 -0.59
C 4.72 4.76 -2.26 -0.15
C -5.30 5.43 0.91 -0.92
H 1.10 0.06 7.01 0.30
Ge -2.51 -1.48 -2.30 -0.02
C 1.43 0.12 4.05 0.55
H -1.33 3.72 -2.94 0.14
H -1.20 -1.11 -4.93 0.40
C 1.95 -4.79 1.08 -1.07
C -1.23 -5.55 -2.72 -0.75
C 2.64 0.16 1.81 -0.46
C -4.69 0.47 -5.44 -0.63
H 4.21 -6.22 -0.98 0.50
H -5.19 -3.96 -1.58 0.29
C 5.61 5.77 -2.55 -0.83
C 1.72 0.76 2.85 0.30
H -5.04 0.29 5.12 0.48
H 5.79 -2.61 2.93 0.49
H 1.97 -2.21 7.00 0.23
C -3.47 1.31 1.73 0.80
C -2.49 -0.07 -6.28 -0.56
C 2.93 6.06 -3.20 -0.25
H 3.68 0.40 2.04 0.25
C 3.95 -1.41 6.63 0.63
C 2.05 -3.60 -1.03 1.14
C -4.60 0.57 4.17 -1.01
H 1.88 6.19 -3.44 0.43
C -4.82 1.57 1.99 -0.15
C 4.38 4.18 2.11 -1.22
H -4.01 0.95 -7.42 0.41
C 6.19 -0.48 6.43 0.66
H -5.07 0.96 -1.58 0.12
C -4.36 -0.10 -4.21 -0.50
H -2.64 -0.17 4.66 0.64
C -3.75 0.50 -6.47 -0.85
C 1.63 3.17 -4.43 -0.95
H 4.40 2.70 0.55 0.66
C -5.19 3.87 -1.39 -0.12
H -4.01 -5.36 4.10 0.47
C -1.54 1.48 -1.33 -1.87
H -1.77 -0.08 -7.09 0.54
H 7.63 1.10 6.56 0.35
H 4.18 -2.00 2.58 -0.14
C 1.52 -3.76 0.26 1.01
Te 2.01 -1.89 4.29 0.63
C -2.08 -6.01 -3.72 -0.87
H -6.96 4.90 -2.00 0.47
C 2.43 3.84 -2.15 0.67
H -2.03 -7.04 -4.03 0.50
C -2.26 -4.02 0.94 1.08
C -5.73 0.21 -1.16 -1.28
```

The spin multiplicity is 2. Its net charge is +3. The value obtained for the electronic energy is -237542.100 eV.